{
  "formula": "C38H54F21NO14P",
  "method": "wB97M-V/def2-TZVPD",
  "symbols": ["C", "P", "O", "C", "C", "C", "C", "F", "C", "F", "F", "C", "C", "C", "C", "N", "O", "C", "C", "C", "C", "H", "H", "H", "H", "H", "H", "H", "H", "H", "H", "H", "H", "H", "H", "H", "H", "H", "H", "H", "H", "H", "H", "H", "H", "C", "C", "O", "C", "O", "C", "F", "F", "F", "H", "H", "H", "H", "H", "C", "C", "O", "C", "O", "C", "F", "F", "F", "H", "H", "H", "H", "H", "C", "C", "O", "C", "O", "C", "F", "F", "F", "H", "H", "H", "H", "H", "C", "C", "O", "C", "O", "C", "F", "F", "F", "H", "H", "H", "H", "H", "C", "C", "O", "C", "O", "C", "F", "F", "F", "H", "H", "H", "H", "H", "C", "C", "O", "C", "O", "C", "F", "F", "F", "H", "H", "H", "H", "H"],
  "coordinates": [[6.42229, 5.01800, 1.57596], [5.23142, 3.78358, 2.30038], [3.70369, 4.45653, 2.08432], [5.20676, 2.28955, 1.15526], [4.48645, 1.07811, 1.83266], [4.73266, 0.96543, 3.34270], [3.71864, 1.63899, 4.20376], [4.11998, 1.93039, 5.43577], [2.48562, 1.95742, 3.91864], [1.71818, 1.39898, 3.03936], [1.89781, 2.88962, 4.60094], [6.69442, 1.91180, 0.85755], [7.00041, 1.81451, -0.65802], [7.42261, 3.15790, -1.28507], [8.25606, 0.90858, -0.78888], [5.93346, 1.15166, -1.41246], [5.82264, -0.09116, -1.11321], [4.65021, 1.89027, -1.40308], [4.47922, 2.84732, -2.61897], [3.49406, 0.86551, -1.53292], [4.38242, 2.71158, -0.10854], [6.02213, 6.02213, 1.74059], [7.38319, 4.91256, 2.07175], [6.52615, 4.92241, 0.49172], [3.76731, 5.40274, 2.26957], [3.43885, 1.05839, 1.54006], [4.93980, 0.18914, 1.38337], [4.80025, -0.08388, 3.65280], [5.70392, 1.40369, 3.58441], [6.90439, 0.93520, 1.29238], [7.42849, 2.60446, 1.28000], [8.30954, 3.52466, -0.77383], [7.70499, 2.92807, -2.31662], [6.60855, 3.87844, -1.31513], [8.29499, 0.14408, -0.01478], [8.29748, 0.41471, -1.76013], [9.17577, 1.49369, -0.70002], [3.40969, 2.92034, -2.81330], [4.79091, 3.86531, -2.38539], [4.96124, 2.46550, -3.51945], [3.37241, 0.27495, -0.62809], [2.56499, 1.44550, -1.63488], [3.64428, 0.25380, -2.42073], [4.55305, 3.78132, -0.26472], [3.31852, 2.61925, 0.10243], [-3.80624, 1.50603, -0.57810], [-2.66528, 2.44016, -0.24601], [-1.47674, 2.08823, -0.98325], [-1.41019, 2.50513, -2.23528], [-2.23858, 3.14742, -2.81583], [-0.06952, 2.07890, -2.84184], [0.22456, 0.79976, -2.57252], [0.94618, 2.82200, -2.35895], [-0.04689, 2.21049, -4.17041], [-3.51025, 0.46904, -0.41435], [-4.67187, 1.72719, 0.04115], [-4.09873, 1.59683, -1.62480], [-2.40571, 2.34782, 0.80683], [-2.92924, 3.48243, -0.42458], [2.20797, -1.48242, -5.07034], [1.22721, -2.58048, -4.71856], [1.86162, -3.87164, -4.73589], [2.56504, -4.18922, -3.65269], [2.71007, -3.50253, -2.68475], [3.13908, -5.60486, -3.80075], [3.69342, -5.79145, -5.01006], [2.17055, -6.52703, -3.65228], [4.07683, -5.84930, -2.88386], [2.68835, -1.69109, -6.02728], [1.70160, -0.51897, -5.13087], [2.99981, -1.40748, -4.32471], [0.43452, -2.62220, -5.46340], [0.75440, -2.40275, -3.75262], [-0.05335, -0.72827, 4.52155], [-0.24670, -1.63258, 3.32356], [-1.48476, -2.36575, 3.42464], [-2.59273, -1.72390, 3.07998], [-2.66531, -0.59521, 2.69071], [-3.79250, -2.67330, 3.21662], [-3.76020, -3.35713, 4.37932], [-3.80961, -3.58420, 2.22743], [-4.95758, -2.02640, 3.17119], [-0.12432, -1.30217, 5.44682], [0.91708, -0.24188, 4.48317], [-0.82341, 0.04247, 4.56124], [0.54297, -2.38059, 3.28973], [-0.20604, -1.07654, 2.38692], [-2.38611, -5.47808, 5.63730], [-3.29978, -6.61796, 6.03227], [-2.61773, -7.88493, 5.96347], [-1.84014, -8.18653, 6.99758], [-1.66150, -7.50530, 7.96427], [-1.22416, -9.57802, 6.79732], [-0.73712, -9.73108, 5.55470], [-2.14667, -10.53776, 6.99187], [-0.22382, -9.79667, 7.65320], [-1.95483, -5.65698, 4.65092], [-2.93094, -4.54139, 5.61831], [-1.55599, -5.37925, 6.33790], [-4.13188, -6.68546, 5.33341], [-3.72209, -6.46895, 7.02588], [-2.82426, 4.63085, -5.43155], [-4.19474, 4.00235, -5.54373], [-5.08076, 4.81310, -6.34134], [-4.95185, 4.69826, -7.65769], [-4.17500, 3.99059, -8.22934], [-5.98903, 5.58434, -8.36123], [-6.04126, 6.81334, -7.82069], [-7.21838, 5.04649, -8.26275], [-5.71084, 5.72578, -9.65909], [-2.90180, 5.65017, -5.04883], [-2.19665, 4.05192, -4.76693], [-2.33593, 4.68952, -6.40523], [-4.65236, 3.93472, -4.55839], [-4.14179, 2.99111, -5.94687], [-9.81354, -3.46968, 1.30407], [-10.25086, -2.03505, 1.51164], [-9.11617, -1.15398, 1.60536], [-8.56140, -0.79186, 0.45383], [-8.91816, -1.13113, -0.63577], [-7.40181, 0.17685, 0.71784], [-6.59721, -0.24542, 1.70597], [-7.85681, 1.39358, 1.07282], [-6.63064, 0.33999, -0.36136], [-9.12045, -3.77432, 2.08938], [-10.67552, -4.13606, 1.31467], [-9.29649, -3.58961, 0.35227], [-10.78363, -1.94148, 2.45604], [-10.92537, -1.70161, 0.72341]],
  "atomic_forces_ev_per_a": [[-0.93, -0.28, -0.94], [0.33, -0.32, 1.59], [0.64, 0.05, -0.60], [-0.85, 0.73, -0.38], [0.88, -0.01, -0.13], [-0.38, -0.82, 0.21], [1.08, -1.06, -0.87], [0.75, 0.88, 0.75], [0.64, 0.34, 0.55], [-0.77, -0.01, -1.55], [-1.47, 0.61, 0.85], [-0.81, 0.19, -0.52], [2.43, -0.20, 0.05], [-0.68, -0.78, -0.47], [0.23, 0.02, 0.01], [-0.75, 0.37, 1.54], [0.25, -0.16, -0.37], [-1.84, 0.32, -0.80], [0.00, -0.17, 0.38], [-0.04, 0.65, 0.13], [1.18, -0.22, 0.20], [0.10, -0.06, 0.28], [-0.01, 0.03, 0.01], [0.19, 0.03, 0.10], [-0.23, -0.14, 0.05], [-0.03, 0.07, 0.33], [-0.21, 0.00, -0.12], [0.04, -0.03, -0.16], [-0.08, 0.07, 0.10], [-0.10, 0.04, 0.09], [-0.12, 0.01, 0.06], [-0.20, 0.23, 0.12], [0.01, 0.23, -0.01], [0.22, 0.20, 0.11], [-0.12, -0.10, -0.15], [-0.14, 0.04, 0.02], [-0.15, 0.10, 0.10], [0.05, 0.02, -0.14], [0.34, -0.08, -0.23], [0.09, 0.08, 0.06], [0.25, -0.36, -0.20], [0.45, -0.28, -0.08], [-0.14, -0.23, 0.16], [0.05, -0.12, -0.32], [0.04, 0.10, 0.17], [0.14, -0.13, -0.34], [-0.61, 0.03, 0.46], [0.38, 0.03, -0.17], [-0.58, 0.17, 0.63], [0.30, -0.20, -0.03], [1.09, -0.39, -0.62], [-0.29, 0.04, 0.13], [-0.51, 0.18, 0.11], [-0.37, 0.16, 0.18], [-0.03, 0.03, 0.16], [0.06, 0.04, 0.05], [-0.06, 0.10, 0.04], [0.27, -0.10, -0.10], [0.12, -0.03, -0.24], [0.35, -0.10, 0.06], [-0.26, 0.62, -0.11], [0.09, -0.34, 0.08], [-0.43, 0.63, -0.10], [0.15, -0.30, 0.05], [0.46, -0.78, -0.10], [-0.16, 0.16, 0.20], [0.04, 0.30, -0.01], [-0.24, 0.22, -0.10], [-0.12, 0.03, -0.06], [-0.06, -0.04, 0.00], [-0.08, 0.02, 0.08], [0.09, -0.27, -0.05], [0.17, -0.13, 0.09], [-0.40, -0.02, 0.22], [0.60, 0.34, 0.09], [-0.30, -0.23, -0.09], [0.78, 0.22, -0.04], [-0.34, -0.12, -0.03], [-1.02, -0.59, 0.10], [-0.11, 0.67, -0.56], [0.30, 0.24, 0.08], [0.41, 0.16, 0.01], [0.10, -0.05, -0.04], [0.04, -0.09, -0.01], [0.06, 0.05, -0.09], [-0.21, -0.20, 0.01], [-0.26, 0.01, 0.01], [0.45, -0.24, 0.24], [-0.23, 0.59, -0.11], [0.08, -0.36, 0.07], [-0.47, 0.62, -0.08], [0.19, -0.29, 0.04], [0.47, -0.76, -0.14], [-0.15, 0.16, 0.21], [0.04, 0.30, -0.01], [-0.25, 0.21, -0.08], [-0.14, 0.05, -0.06], [0.14, -0.31, 0.22], [-0.07, -0.04, 0.07], [0.09, -0.26, -0.05], [0.18, -0.13, 0.08], [0.06, 0.35, -0.51], [0.45, -0.25, 0.47], [-0.30, 0.09, -0.24], [0.38, -0.42, 0.58], [-0.19, 0.17, -0.25], [-0.51, 0.58, -0.44], [0.10, -0.28, -0.01], [0.28, -0.04, 0.08], [0.08, -0.16, 0.28], [-0.04, -0.06, 0.11], [-0.03, -0.03, 0.02], [-0.06, -0.08, -0.02], [-0.19, 0.16, -0.10], [-0.05, 0.10, -0.21], [0.32, 0.02, -0.12], [-0.46, -0.48, 0.06], [0.23, 0.32, -0.02], [-0.65, -0.43, 0.11], [0.29, 0.22, -0.04], [0.99, 0.65, 0.28], [-0.34, -0.13, -0.13], [-0.19, -0.31, -0.12], [-0.45, -0.22, -0.06], [-0.11, 0.00, 0.07], [-0.02, 0.04, 0.03], [-0.10, 0.02, -0.04], [0.20, 0.19, 0.07], [0.19, 0.09, -0.11]],
  "homo_energy_ev": [-8.1, -8.2],
  "homo_lumo_gap_ev": [8.379, 8.261],
  "multiplicity": 2,
  "s_squared": 0.7541
}

=====

{
  "formula": "C38H55BrN6OTa",
  "method": "wB97M-V/def2-TZVPD",
  "symbols": ["Ta", "C", "C", "C", "N", "C", "C", "C", "C", "C", "C", "C", "N", "C", "C", "C", "N", "C", "C", "C", "C", "C", "C", "C", "N", "C", "C", "H", "H", "H", "H", "H", "H", "H", "H", "H", "H", "H", "H", "H", "H", "H", "H", "H", "H", "H", "H", "H", "H", "H", "H", "H", "H", "C", "C", "C", "C", "C", "C", "C", "Br", "C", "O", "C", "C", "C", "C", "C", "C", "H", "H", "H", "H", "H", "H", "H", "H", "H", "H", "H", "H", "H", "H", "H", "H", "H", "H", "H", "H", "N", "C", "C", "N", "H", "H", "H", "H", "H", "H", "H", "H", "H"],
  "coordinates": [[1.42030, -0.15876, 0.58604], [1.96075, 2.09756, 3.74130], [1.55348, 3.21146, 2.77140], [1.20277, 2.77981, 1.33812], [2.09999, 1.72867, 0.82378], [3.43240, 2.05201, 0.63398], [3.85634, 3.36337, 0.53837], [5.13095, 3.91372, 0.37462], [6.34979, 3.28283, 0.40189], [6.55896, 1.91280, 0.55593], [5.64921, 0.87832, 0.56148], [4.24487, 0.88285, 0.44183], [3.52785, -0.25504, 0.26761], [4.28555, -1.49285, -0.01751], [3.54809, -2.47056, -0.92010], [2.24927, -3.02757, -0.31580], [1.77720, -2.21304, 0.80775], [1.91270, -2.65495, 2.08485], [2.68429, -3.77170, 2.43373], [2.79034, -4.46765, 3.62436], [2.09956, -4.29009, 4.81538], [1.21958, -3.26697, 5.09952], [0.89215, -2.15140, 4.33318], [1.27356, -1.78112, 3.05012], [0.90854, -0.58427, 2.49908], [0.08438, 0.37115, 3.26118], [0.83898, 1.21403, 4.28595], [2.74291, 1.47483, 3.29517], [2.43019, 2.57660, 4.60157], [0.69605, 3.76139, 3.16841], [2.37408, 3.92947, 2.73623], [0.19248, 2.39239, 1.28268], [1.20577, 3.64144, 0.66686], [3.07093, 4.10474, 0.58177], [5.15014, 4.99117, 0.26330], [7.23206, 3.90541, 0.32851], [7.59405, 1.60609, 0.65193], [6.10077, -0.09540, 0.67764], [5.20302, -1.23748, -0.54424], [4.57171, -1.97069, 0.92496], [3.35275, -1.97916, -1.87470], [4.23108, -3.28864, -1.15173], [1.45857, -3.03973, -1.06681], [2.37730, -4.06040, -0.00137], [3.30203, -4.17178, 1.64106], [3.48766, -5.29708, 3.60415], [2.28048, -5.01451, 5.59885], [0.75845, -3.29519, 6.07965], [0.26433, -1.44014, 4.85116], [-0.40378, 1.01786, 2.53637], [-0.73363, -0.17321, 3.73927], [0.09555, 1.84096, 4.78593], [1.25974, 0.56437, 5.05672], [-1.85310, 2.92583, -5.54655], [-2.80454, 1.91933, -4.88278], [-4.17078, 2.58272, -4.70870], [-2.96523, 0.69060, -5.78929], [-2.20749, 1.47733, -3.54852], [-0.94664, 0.88357, -3.52111], [-0.43367, 0.53015, -2.29928], [1.28919, -0.30859, -2.21024], [-1.06373, 0.71508, -1.07517], [-0.37790, 0.35226, 0.04710], [-2.35836, 1.24956, -1.08616], [-2.86980, 1.62504, -2.33271], [-3.20160, 1.42921, 0.18462], [-2.57467, 2.49221, 1.09782], [-4.62871, 1.88796, -0.13384], [-3.31170, 0.09311, 0.93540], [-2.27119, 3.25693, -6.49731], [-0.87470, 2.48916, -5.75247], [-1.71078, 3.80432, -4.91519], [-4.54108, 2.89996, -5.68305], [-4.11449, 3.47091, -4.07668], [-4.90899, 1.89649, -4.28771], [-3.39095, 0.99031, -6.74719], [-3.63672, -0.04282, -5.33685], [-2.00941, 0.20442, -5.99168], [-0.37940, 0.71178, -4.42567], [-3.85157, 2.06720, -2.35549], [-2.29545, 3.38116, 0.53081], [-1.69237, 2.10879, 1.60472], [-3.28803, 2.79277, 1.86628], [-4.65161, 2.89377, -0.55427], [-5.20378, 1.91252, 0.79200], [-5.13687, 1.21251, -0.82450], [-2.33615, -0.32626, 1.18337], [-3.86748, -0.62365, 0.32030], [-3.87352, 0.23126, 1.86068], [-4.97854, -4.15620, -1.27279], [-3.62851, -4.77409, -1.56244], [-2.53339, -3.71672, -1.70396], [-2.09254, -3.04134, -0.50157], [-5.70687, -4.87021, -1.19041], [-5.25982, -3.51638, -2.01944], [-4.96196, -3.63034, -0.39598], [-3.74041, -5.35059, -2.47923], [-3.42160, -5.45562, -0.73890], [-2.83785, -2.96214, -2.43560], [-1.68556, -4.23723, -2.15267], [-1.76694, -3.66579, 0.22342], [-2.71933, -2.34615, -0.12245]],
  "atomic_forces_ev_per_a": [[-0.34, 0.36, 0.10], [-0.02, 0.00, 0.00], [0.01, -0.01, 0.00], [0.01, -0.01, 0.02], [0.10, 0.08, -0.11], [-0.02, -0.03, -0.08], [-0.01, 0.06, 0.08], [-0.02, -0.01, 0.01], [0.01, -0.03, 0.00], [0.01, 0.03, 0.00], [-0.01, -0.02, 0.01], [0.03, -0.08, -0.01], [-0.03, 0.00, -0.05], [-0.03, 0.01, -0.01], [0.00, 0.01, 0.02], [0.04, 0.03, -0.01], [-0.10, -0.08, 0.06], [0.10, 0.09, 0.06], [-0.02, -0.08, -0.07], [-0.01, 0.00, 0.00], [-0.01, 0.01, 0.00], [0.01, 0.00, -0.02], [0.17, 0.11, 0.13], [-0.25, -0.13, -0.14], [0.09, -0.06, 0.10], [0.00, 0.01, 0.00], [0.01, -0.01, -0.02], [0.00, 0.00, 0.00], [0.01, 0.00, 0.00], [0.00, 0.00, 0.00], [-0.01, 0.01, 0.00], [-0.01, 0.01, -0.01], [-0.01, 0.00, -0.01], [0.00, 0.00, -0.01], [0.00, 0.00, 0.00], [0.00, 0.00, 0.00], [0.00, 0.00, 0.00], [0.01, 0.00, 0.00], [0.00, 0.00, 0.00], [0.01, 0.00, 0.00], [0.01, -0.02, -0.01], [0.00, -0.01, 0.01], [-0.01, 0.01, 0.00], [-0.02, -0.01, -0.02], [0.00, 0.00, 0.00], [0.00, 0.00, 0.00], [0.00, 0.00, 0.00], [0.00, 0.00, 0.00], [0.00, 0.00, -0.01], [0.01, -0.01, 0.01], [-0.01, 0.00, -0.01], [0.00, 0.00, 0.01], [-0.01, 0.01, 0.01], [-0.01, 0.00, 0.01], [0.00, 0.01, 0.00], [0.01, -0.01, -0.01], [0.00, 0.01, 0.00], [0.02, -0.03, 0.03], [-0.05, 0.01, 0.01], [0.13, -0.07, 0.02], [0.03, 0.07, 0.00], [-0.04, 0.02, -0.07], [0.31, -0.19, 0.04], [-0.03, -0.02, 0.07], [0.00, -0.02, -0.03], [0.01, -0.01, 0.00], [-0.01, -0.01, 0.00], [0.02, 0.02, -0.01], [-0.01, 0.02, -0.01], [0.00, 0.00, 0.00], [0.00, 0.00, 0.00], [0.00, 0.00, 0.00], [0.00, 0.00, 0.00], [-0.01, 0.00, 0.00], [0.00, 0.00, 0.00], [0.00, -0.01, 0.00], [0.00, 0.00, 0.00], [0.00, 0.00, 0.00], [-0.01, 0.01, -0.01], [-0.01, 0.01, 0.01], [-0.02, 0.01, 0.01], [0.01, 0.01, -0.02], [0.01, -0.01, 0.02], [-0.01, 0.00, -0.01], [0.00, 0.01, 0.00], [0.00, -0.01, 0.00], [0.00, -0.01, -0.01], [-0.01, 0.00, 0.01], [0.00, 0.00, 0.00], [-0.01, -0.01, 0.01], [0.06, -0.01, -0.01], [-0.02, 0.06, 0.01], [-0.04, -0.12, -0.02], [0.00, 0.00, 0.01], [-0.01, 0.00, 0.00], [0.00, 0.01, 0.00], [-0.03, 0.02, 0.00], [-0.01, -0.02, -0.02], [0.00, -0.02, -0.02], [0.01, 0.01, 0.01], [-0.03, 0.01, 0.02], [0.02, 0.03, -0.04]],
  "de_lowest_ev": 0.046,
  "homo_energy_ev": -15.0,
  "homo_lumo_gap_ev": 6.843,
  "total_charge": 3
}

=====

Going through the records in order, we get total energy values of -5027.00616, -4515.04302 hartree.